12
Properties=species:S:1:pos:R:3:forces:R:3 method="wB97M-V/def2-TZVPD" energy_ev=-79264.334 multiplicity=3 relative_energy_kcal_mol=107.7
C 0.4035 0.7718 -1.1056 2.0 1.3 1.4
C 0.5254 -1.0843 0.7115 -0.2 1.4 0.2
N -0.0168 0.1169 0.1219 2.5 -2.0 -0.1
N -1.2180 0.5460 0.5823 4.6 -2.7 -1.9
O -1.7100 1.4066 -0.1044 -4.4 4.8 -2.7
O -1.6251 0.0974 1.6271 -2.8 -1.1 5.1
Br 0.2144 -2.6988 -0.3421 -0.3 -0.3 0.1
H 0.1841 1.8856 -0.7814 0.7 -1.6 -1.3
H 1.5526 0.5508 -1.2179 -2.3 0.6 0.1
H -0.1302 0.5603 -2.0449 0.0 -0.2 0.6
H 0.2238 -1.1167 1.7788 -0.4 -0.5 -1.0
H 1.5961 -1.0357 0.7748 0.5 0.3 -0.4



11
Properties=species:S:1:pos:R:3:forces:R:3 method="wB97M-V/def2-TZVPD" energy_ev=-86008.617 relative_energy_kcal_mol=68.1
C 0.8130 0.1315 -0.0758 1.7 1.2 3.3
C 0.0165 0.6426 -1.2606 -0.9 1.3 2.0
N 0.0267 -0.3053 1.1300 1.4 2.6 -0.7
N -0.6581 -1.3475 0.9664 -0.3 -2.5 -2.3
S -1.3132 -0.4662 -1.7136 -0.1 0.3 0.6
Br -2.1632 -1.5216 1.9437 -1.0 0.2 1.0
H 1.3683 -0.7392 -0.2085 1.0 -1.5 -1.2
H 1.6081 0.9068 0.3612 -1.8 -1.3 -1.1
H -0.1430 1.7188 -0.9051 -0.9 -1.2 -1.1
H 0.6374 0.6531 -2.1074 1.2 0.2 -1.0
H -0.1925 0.3270 1.8695 -0.3 0.8 0.4



11
Properties=species:S:1:pos:R:3:forces:R:3 method="wB97M-V/def2-TZVPD" energy_ev=-76660.573 charge=+1 relative_energy_kcal_mol=0.0
H -0.0206 2.1279 1.9704 0.5 0.5 0.3
N -0.1565 1.6802 1.0797 -0.8 -1.0 -0.3
C 0.2580 0.5157 0.9726 -0.3 -0.5 -1.4
Br 1.5057 -0.3882 2.1439 -0.6 0.2 -0.2
C -0.1606 -0.3115 -0.3611 1.5 2.7 0.9
N -0.9983 0.3258 -1.1932 1.3 -4.4 -1.0
N 0.5964 -1.3677 -0.5742 -0.9 0.1 1.6
H -1.2717 1.2519 -0.9299 -0.5 0.5 -0.1
H -1.2260 -0.2448 -2.1041 0.2 2.4 2.2
H 1.1750 -1.6130 0.3363 -1.2 -0.1 -2.6
H 0.2987 -1.9762 -1.3404 0.9 -0.3 0.5



10
Properties=species:S:1:pos:R:3:forces:R:3 method="wB97M-V/def2-TZVPD" energy_ev=-75727.560 smiles="[NH3+]CC(=O)Br" charge=+1 relative_energy_kcal_mol=0.0
N 0.4851 0.3039 -0.0337 -2.5 3.4 0.0
C -0.8350 -0.3378 0.1012 -1.0 -1.0 1.3
C -1.9820 0.6496 -0.0163 0.0 0.9 -0.9
O -1.7902 1.8331 -0.0200 0.0 -1.1 0.0
Br -3.6807 -0.1984 -0.0078 0.3 0.2 0.0
H 1.1428 -0.1916 0.4488 2.4 -1.5 2.1
H 0.3581 1.2894 0.3433 0.3 -1.0 -0.1
H 0.8745 0.4696 -0.9286 0.0 -0.2 -1.8
H -0.8947 -1.3138 -0.4115 -0.1 0.8 0.0
H -0.9810 -0.5070 1.1982 0.6 -0.5 -0.6



9
Properties=species:S:1:pos:R:3:forces:R:3 method="wB97M-V/def2-TZVPD" energy_ev=-81477.728 charge=+1
C 1.5479 0.0466 -0.0068 -0.3 0.1 0.1
C 0.3970 -0.6146 -0.1683 0.1 0.2 -0.4
P -1.1187 0.2967 0.0397 0.1 0.0 -0.8
Br -2.7767 -1.0051 0.2502 0.0 0.0 0.0
H 2.4312 -0.4268 0.4031 0.3 -0.3 -0.9
H 1.6165 1.1025 -0.2509 -0.1 0.3 0.9
H 0.3252 -1.6588 -0.4466 -0.1 -0.3 1.0
H -1.3998 1.1812 -1.0110 -0.1 0.0 0.1
H -1.0226 1.0783 1.1905 0.0 0.0 0.0



9
Properties=species:S:1:pos:R:3:forces:R:3 method="wB97M-V/def2-TZVPD" energy_ev=-80070.075 relative_energy_kcal_mol=118.3
C 0.6961 1.7957 -0.5272 2.5 2.2 1.1
C -0.0344 0.7851 -0.7310 -2.2 -4.9 1.5
Si -0.2072 -1.6635 0.8936 0.4 0.7 -2.8
Br -1.5432 0.7112 -1.8075 -0.2 -0.2 -0.7
H 0.7099 2.5981 -1.2738 0.1 0.3 0.8
H 1.2921 1.7368 0.4160 0.1 0.6 -1.3
H 0.1889 -1.5716 2.2962 -0.2 0.3 0.2
H -1.6048 -1.3804 0.3872 0.5 -0.7 0.7
H 0.5025 -3.0114 0.3466 -0.9 1.8 0.4



11
Properties=species:S:1:pos:R:3:forces:R:3 method="wB97M-V/def2-TZVPD" energy_ev=-41769.727 smiles=ClCC(Cl)Cl.O relative_energy_kcal_mol=3.5
Cl 3.0022 -0.7136 -1.1310 -0.4 0.3 0.3
C 1.4030 0.1369 -1.1171 0.3 -0.1 -1.4
C 0.7512 0.1308 0.2441 0.5 1.2 0.9
Cl -0.6240 1.3402 0.2799 0.9 0.2 -0.5
Cl 0.2094 -1.4368 0.6673 -0.4 -1.1 0.2
H 1.5782 1.1366 -1.5590 -0.2 -0.5 0.7
H 0.7997 -0.4485 -1.8375 0.1 0.5 0.5
H 1.3756 0.4607 1.0991 -0.1 0.0 -1.0
O -2.6976 -0.5774 1.1644 -0.9 0.9 0.0
H -2.2561 0.1658 0.6942 -0.6 -0.9 0.5
H -3.5415 -0.1948 1.4957 0.9 -0.4 -0.4



12
Properties=species:S:1:pos:R:3:forces:R:3 method="wB97M-V/def2-TZVPD" energy_ev=-49648.363 multiplicity=3 relative_energy_kcal_mol=0.0
C -1.3231 0.5567 -0.9442 0.3 0.5 -0.1
C 0.0928 0.9922 -0.9104 -0.4 -1.1 -0.9
O 0.4962 2.0119 -0.1512 0.2 1.1 1.0
Si 1.1876 -1.6254 1.0822 0.1 0.0 0.3
Cl -0.1800 -1.4211 2.6018 -0.1 0.1 0.0
Cl 1.1474 -3.5735 0.4826 -0.1 -0.3 -0.2
Cl 3.0316 -1.2757 1.8893 0.2 0.1 0.0
H -1.9321 1.2875 -1.4857 -0.3 0.0 0.0
H -1.7283 0.4637 0.0593 -0.2 -0.1 0.3
H -1.4135 -0.3957 -1.4525 0.0 -0.2 -0.1
H 0.7552 0.7952 -1.7341 0.2 0.0 -0.1
H -0.1337 2.1841 0.5630 0.1 -0.1 -0.2



11
Properties=species:S:1:pos:R:3:forces:R:3 method="wB97M-V/def2-TZVPD" energy_ev=-19698.354 relative_energy_kcal_mol=147.4
C -2.2440 1.0293 0.4078 1.3 0.7 2.3
C 1.2277 -1.2702 0.1595 0.2 -1.9 -0.7
N 0.8938 1.2351 -0.3845 -0.4 -4.9 1.4
N -0.1420 0.5556 -0.1273 0.2 3.9 -0.7
O -0.0488 -0.7032 0.1924 0.4 -0.1 -0.3
Cl -3.0311 -0.4173 0.2241 -0.5 -0.7 -0.7
H -2.1660 1.6473 -0.4466 -0.5 0.2 -1.7
H 1.8434 -0.9892 0.9357 0.8 0.7 2.6
H 1.8648 -0.9173 -0.6182 -0.2 -0.1 -1.6
H 1.0584 -2.3574 0.1999 0.2 0.5 -0.3
H 0.7437 2.1875 -0.5429 -1.4 1.6 -0.4



11
Properties=species:S:1:pos:R:3:forces:R:3 method="wB97M-V/def2-TZVPD" energy_ev=-28492.344 relative_energy_kcal_mol=3.8
H -0.1766 2.6383 0.2534 0.9 1.2 0.4
N -0.7399 1.8320 0.2507 -1.5 -0.6 -0.5
C -0.0991 0.8220 -0.1440 0.5 -0.4 0.7
C 1.4006 0.8470 -0.2438 1.3 -0.1 0.5
Cl 2.2214 -0.7695 0.1523 -0.4 1.0 -0.3
N -0.6802 -0.3912 -0.3745 0.5 -0.9 -0.1
S -2.2988 -0.6671 0.0038 -0.2 -0.2 -0.6
H 1.8063 1.5692 0.4957 -0.3 -0.6 -0.5
H 1.7528 1.1438 -1.2257 0.0 -0.2 -0.2
H -0.0534 -1.2018 -0.2872 -0.5 0.7 -0.2
H -2.1815 -0.4961 1.3073 -0.1 0.1 0.7